Record 1
19
Properties=species:S:1:pos:R:3:forces:R:3 method="wB97M-V/def2-TZVPD" total_charge=0 e_homo_ev=-8.41 lumo_energy_ev=0.75 e_tot_ev=-10842.0381 relative_energy_kj_mol=306.2
O -1.20312 1.45055 0.84663 -0.2 0.1 -0.3
N -0.01384 0.78497 1.21362 0.3 -0.8 0.4
N -0.31272 -0.46817 -0.72212 -1.5 0.0 -0.3
N 1.87107 0.06963 0.01271 -0.8 0.6 0.2
C 0.06045 -0.73969 -2.10659 0.3 0.2 0.3
C -1.29244 -1.42524 -0.18817 -0.1 0.1 0.0
C 0.58823 0.10887 0.16103 1.8 0.0 -0.4
C 0.77663 1.58722 2.13103 0.1 0.2 -0.1
H 1.20525 2.45445 1.61843 0.1 0.0 0.0
H 0.58892 0.11556 -2.54072 0.0 -0.1 0.2
H -2.27065 -1.24696 -0.64653 0.1 -0.1 0.0
H -0.83142 -0.91616 -2.71772 0.1 0.0 0.3
H 2.10352 -0.48072 -0.81181 0.0 -0.2 0.3
H 1.58616 0.99551 2.57027 -0.2 0.0 -0.4
H -0.98417 -2.45276 -0.40995 0.0 0.0 0.0
H 0.70286 -1.62425 -2.17058 0.0 -0.1 -0.2
H 0.14854 1.94714 2.95278 -0.1 -0.2 -0.3
H -1.41227 -1.34530 0.89726 0.2 0.2 -0.3
H -1.31101 1.18532 -0.08957 -0.1 0.2 0.3



Record 2
78
Properties=species:S:1:pos:R:3:forces:R:3 method="wB97M-V/def2-TZVPD" total_charge=+1 e_homo_ev=-11.50 lumo_energy_ev=-2.39 e_tot_ev=-365532.9495
Br -2.52099 4.21918 -0.00165 0.0 0.1 -0.1
Br -4.40204 0.33675 1.02703 -0.1 -0.2 0.0
Br 3.42130 1.30530 -0.82333 0.3 -0.2 0.2
Br 2.33176 3.01694 -3.22178 0.1 0.2 -0.2
Cl -1.08587 -0.19009 -5.65256 -0.3 0.1 0.0
Cl 2.50740 -1.49625 1.86703 0.1 0.0 -0.1
S 0.22205 -1.75890 -5.61750 0.4 -0.4 -0.2
P -1.69737 -0.58699 -1.93356 0.5 0.5 -0.5
O 0.58962 -2.03479 -6.96026 -0.1 0.1 -0.1
O -0.36586 -2.78589 -4.81171 -0.4 0.1 0.3
O 2.33489 1.41084 3.60260 0.2 -0.2 0.0
O -0.60250 1.52936 0.20259 0.2 -0.1 -0.9
O -3.28729 -0.47728 -1.82496 -0.1 0.0 0.4
O -1.54299 -2.15095 -2.20811 -0.5 -0.1 0.1
N 2.62731 4.03924 3.09380 0.1 0.3 -0.4
N -1.08952 -0.68468 -0.08762 -0.9 -0.7 1.4
N -0.51148 -3.71418 -0.15590 0.3 -0.2 0.0
C -2.69560 -4.18106 0.85770 0.1 0.2 0.4
C -0.27690 2.71612 -2.33034 0.1 0.1 -0.5
C -1.54429 0.61567 0.63003 0.0 1.0 -0.7
C 3.23012 3.12009 2.12119 -0.2 -0.1 0.5
C 1.11632 2.29768 -1.97061 -0.6 0.4 -0.3
C 1.31576 -1.64265 -2.30851 0.2 -0.3 -0.2
C 1.55137 1.57692 -0.95089 0.1 -0.6 0.2
C 1.39322 -1.38522 -0.78363 -0.2 -0.2 -0.3
C 0.75717 0.99198 0.21206 -1.1 0.0 1.4
C -2.16350 2.80566 2.43736 -0.3 0.2 0.2
C -2.88055 1.35283 0.35733 0.3 0.2 0.2
C -1.84881 -1.82136 0.60770 0.0 -0.2 -0.4
C 0.45359 -0.59832 0.20502 1.2 -0.2 -0.4
C 2.57475 1.72322 2.22050 0.3 0.1 0.5
C -2.94866 2.70471 1.13224 0.1 -0.2 0.4
C 1.29784 -0.51410 -3.34086 0.2 -0.7 -0.4
C -1.56974 -3.29706 0.37300 -0.2 0.2 -0.2
C 1.57293 -1.00806 -4.77273 0.3 0.6 0.5
C 0.72977 -1.35349 1.58269 0.0 0.4 0.3
C 1.20469 1.70653 1.54240 0.3 0.3 -0.6
C 0.17531 -0.94198 2.95250 0.1 -0.5 0.8
C 0.48253 -2.03039 4.01411 -0.4 0.1 0.0
H 2.27131 -2.14688 -2.50208 0.1 0.0 0.2
H 2.14901 0.13064 -3.13983 -0.2 0.3 0.1
H -1.83426 -1.67502 1.68272 0.1 0.2 0.0
H 0.63340 -0.03586 3.33096 -0.1 0.2 -0.2
H -3.01575 1.57424 -0.69394 -0.3 -0.3 -0.1
H -0.44097 3.73319 -1.98246 -0.1 0.0 0.2
H 3.22065 4.13466 3.90704 -0.2 -0.2 0.1
H 0.60321 -2.43198 -2.52271 -0.2 0.3 0.0
H -0.50880 -4.73208 -0.22228 0.0 0.0 0.0
H 2.59011 4.96658 2.68837 -0.1 0.0 0.0
H -1.04682 2.04941 -1.97599 0.0 0.1 0.2
H -2.16967 1.86424 2.99097 0.1 0.0 0.0
H -2.33180 -4.77659 1.69647 0.0 -0.1 -0.1
H 3.30221 1.01008 1.85255 -0.3 -0.1 -0.3
H -0.90435 -0.82224 2.99660 0.0 0.2 -0.4
H 2.37897 -0.98620 -0.60459 0.0 0.3 0.1
H 3.07520 0.88846 3.93304 -0.1 0.1 0.0
H 0.37682 0.06162 -3.38677 0.1 0.3 0.3
H 0.45718 -2.38834 1.40854 -0.1 0.0 -0.2
H 0.44030 1.50462 2.28067 0.1 -0.2 0.1
H -2.66368 3.52536 3.08437 0.0 0.1 0.0
H -1.54887 0.42945 1.70220 0.5 -0.3 0.0
H 3.06836 3.53615 1.12724 0.2 -0.2 -0.1
H 1.44228 -2.39356 -0.39039 -0.1 0.0 0.0
H 4.30302 2.98259 2.28552 0.1 0.2 -0.1
H -2.88906 -1.66678 0.33954 0.0 0.1 0.0
H 1.34118 -1.76122 4.62251 0.2 -0.1 -0.2
H -3.54862 -3.61665 1.23409 -0.1 0.0 -0.1
H 0.62778 -3.01740 3.57355 0.1 0.0 0.0
H -3.01795 -4.84481 0.05811 0.0 0.0 0.0
H -0.35596 2.76528 -3.41695 0.0 -0.1 0.0
H 2.39893 -1.72083 -4.81607 -0.1 -0.2 -0.1
H -1.15170 3.17031 2.28962 0.1 -0.2 0.0
H 1.85508 -0.14926 -5.38306 -0.1 -0.1 -0.2
H -3.76664 -1.26921 -1.53380 -0.1 0.1 -0.1
H -1.79503 -2.38191 -3.12004 0.4 -0.1 -0.1
H -0.36142 -2.11483 4.70037 0.0 0.0 0.0
H 1.00544 2.74152 1.25002 0.0 0.0 0.1
H -3.99495 2.86442 1.36532 0.0 0.0 -0.2



Record 3
11
Properties=species:S:1:pos:R:3:forces:R:3 method="wB97M-V/def2-TZVPD" total_charge=0 e_homo_ev="-6.53 / -6.48" lumo_energy_ev="-0.20 / -2.18" multiplicity=2 e_tot_ev=-54143.6268 relative_energy_kj_mol=69.8
Cu -1.13005 -0.51919 -1.00609 -0.2 1.4 0.9
O 0.25198 -1.76764 -0.05781 0.1 -0.4 0.4
O -0.63584 1.65247 -0.86058 -0.8 -0.8 0.2
O -2.60847 2.69708 -0.72563 -0.4 -1.7 0.4
C -1.90207 1.61826 -0.69834 1.5 0.7 -0.9
C 1.38524 -1.75088 0.45757 0.3 0.7 -1.4
C 2.01623 -0.53141 0.85613 -0.5 -0.2 0.4
Li -3.86812 1.41561 -0.38083 0.4 0.3 -0.2
H 1.37329 0.26777 1.23529 0.4 0.0 -0.5
H 2.01856 -2.65510 0.40531 -0.4 0.0 0.2
H 3.09925 -0.42697 0.77498 -0.4 0.0 0.3



Record 4
16
Properties=species:S:1:pos:R:3:forces:R:3 method="wB97M-V/def2-TZVPD" total_charge=0 e_homo_ev="-7.41 / -7.60" lumo_energy_ev="0.02 / 0.13" e_tot_ev=-7851.7759 relative_energy_kj_mol=615.9
N -1.41609 0.84618 2.16550 0.5 0.1 -0.8
C 0.05053 1.22220 0.03102 -0.2 0.2 0.0
C -0.80755 1.00791 1.19480 -0.4 -0.1 0.7
C -1.64977 -0.74833 -0.83131 -0.4 -0.1 0.0
C 1.29247 0.51943 -0.15130 0.2 0.0 0.1
C 0.19992 0.10963 -1.06767 -0.2 0.0 -0.1
C 1.91243 -0.33873 0.90919 0.0 -0.1 0.0
H 0.09371 0.33798 -2.12122 0.1 -0.1 0.2
H 2.50631 0.28167 1.59202 -0.1 0.0 -0.2
H 2.59279 -1.08263 0.48186 -0.1 0.1 0.0
H -0.11520 2.18962 -0.44724 0.1 -0.2 0.1
H 1.17411 -0.86378 1.53999 0.0 0.1 -0.1
H -1.71243 -1.45209 -1.66212 0.1 0.1 0.1
H -2.26942 0.12926 -0.98665 0.1 -0.1 0.0
H -1.81471 -1.21211 0.14044 0.0 0.1 -0.1
H -0.03711 -0.94621 -0.78731 0.3 0.0 -0.1



Record 5
25
Properties=species:S:1:pos:R:3:forces:R:3 method="wB97M-V/def2-TZVPD" total_charge=+1 e_homo_ev="-12.29 / -12.29" lumo_energy_ev="-4.41 / -4.41" e_tot_ev=-14557.5516 relative_energy_kj_mol=805.5
O 0.62659 0.80331 2.57622 -0.1 0.7 0.6
N 0.26231 1.04683 -0.37857 -0.5 0.5 3.5
N -0.08935 -1.83574 -1.36164 0.9 1.2 1.1
C -0.37068 0.45296 2.01041 0.8 -1.9 -0.5
C -0.15127 -0.45384 -2.13881 1.9 -3.9 -1.6
C 0.77438 2.33448 0.12941 -0.9 0.7 -3.4
C -1.56848 -0.19044 2.60855 -1.9 3.0 3.9
C 2.01850 -0.16879 -1.29430 1.2 -2.5 1.5
C 0.78087 0.57277 -1.59121 0.2 0.3 0.1
C 1.90028 -1.02997 -0.33849 -0.1 1.8 -2.2
C -0.31969 0.26237 0.50686 -1.9 -1.5 -1.3
C 0.77845 -1.74625 -0.08317 0.1 0.3 0.5
H -1.46630 -0.59076 3.67235 0.6 0.4 -1.5
H 0.61711 -2.50590 0.65607 -0.4 -0.3 0.0
H -2.03392 -0.91368 2.00858 -0.7 -0.8 -0.9
H 0.13163 -0.96816 -3.08234 -0.1 2.0 -0.1
H -2.35885 0.69848 2.87392 1.6 -2.0 -1.1
H -1.04964 -2.08707 -1.19286 -0.4 -0.6 0.3
H 1.80253 2.51076 -0.17116 0.1 -0.1 0.1
H 0.38691 -2.53769 -1.93330 -0.4 0.2 -0.2
H 0.84646 1.45219 -2.17061 0.3 0.6 -1.5
H 0.09849 3.03251 -0.43861 0.9 0.0 0.8
H -1.12036 -0.09194 -2.16734 -2.1 0.4 0.0
H -1.12300 -0.43592 0.14755 0.7 1.1 0.3
H 0.62703 2.38950 1.15248 0.0 0.4 1.7



Record 6
85
Properties=species:S:1:pos:R:3:forces:R:3 method="wB97M-V/def2-TZVPD" total_charge=0 e_homo_ev=-7.74 lumo_energy_ev=-2.13 e_tot_ev=-51411.7089 relative_energy_kj_mol=0.0
F 0.71607 -1.90700 -3.58222 -0.4 0.6 -0.8
F 1.31060 -0.21848 -2.08353 -0.2 0.6 -0.3
F -0.81609 -1.17898 -1.96471 -0.2 0.7 -0.5
O 4.59314 -4.15932 0.10391 0.3 -0.7 0.4
O 3.32764 -5.86010 0.97393 0.1 1.3 -0.7
N 2.37044 -4.14591 -0.27634 0.4 -1.0 0.7
C 2.73242 -0.99201 2.34866 -0.4 0.4 0.2
C -1.51022 -5.41617 -0.95412 0.1 0.2 -0.1
C 0.63125 -5.91399 0.09392 -0.6 -0.7 0.2
C 5.87903 -4.74895 0.62666 -0.2 0.3 -0.2
C -4.59965 3.09272 3.74502 -0.1 0.3 0.1
C 6.93846 -3.83325 0.03963 0.1 0.3 -0.2
C -3.08760 1.10181 3.79778 -0.2 0.1 -0.2
C 4.23127 0.92266 2.53715 -0.4 -0.1 -0.2
C -2.32821 -0.03342 1.79126 -0.1 0.0 0.3
C 1.85876 -0.22544 1.50939 0.9 0.4 0.5
C -2.95376 0.97823 1.02185 0.2 -0.3 0.3
C -0.27918 -1.62135 1.54647 -0.5 -0.2 0.7
C 2.34975 -2.87682 -0.87671 -1.1 0.0 0.2
C -1.05064 -4.16155 -1.37996 0.0 -0.1 0.0
C 1.06486 -4.68484 -0.34851 0.2 0.3 -0.5
C 0.70355 -0.76973 0.90488 0.3 -0.2 -0.5
C 5.49582 1.52933 3.05723 0.3 0.0 0.1
C 2.16608 1.15698 1.27337 0.2 -0.5 -0.4
C 3.90532 -0.41019 2.81710 -0.1 0.0 -0.1
C 5.88610 -4.70108 2.13782 -0.2 0.1 0.4
C 1.18347 1.99635 0.51642 -0.2 0.3 -0.1
C -0.68885 -6.28431 -0.21072 0.4 0.5 -0.1
C -2.66474 -2.47256 1.22045 -0.1 -0.1 0.1
C 1.07474 -2.59358 -1.31048 0.3 0.8 -0.8
C -2.39864 0.04988 3.19941 -0.1 0.3 -0.2
C -3.64126 2.01240 1.65990 -0.1 -0.1 0.3
C -1.79702 -0.94786 4.15365 0.0 -0.2 0.5
C -3.75820 2.06578 3.04934 0.3 -0.2 -0.1
C 3.33851 1.69491 1.78266 -0.2 0.0 0.1
C 2.41535 -2.40733 2.71726 0.2 -0.5 0.0
C -2.95488 0.94908 -0.48501 0.0 0.1 -0.3
C -1.73054 -1.26771 1.10553 0.1 0.3 -0.5
C 6.07572 -6.16323 0.13178 -0.1 -0.5 -0.2
C 3.44649 -4.82488 0.33328 -0.3 0.0 0.0
C 0.25732 -3.76930 -1.06940 0.7 -0.7 1.0
B 0.53870 -1.36204 -2.33122 1.0 -2.0 1.6
H 0.17411 1.91382 0.94948 0.3 0.1 -0.1
H 1.47760 3.05195 0.54119 -0.1 -0.2 -0.1
H -3.13395 1.14365 4.88840 -0.1 0.0 -0.2
H -1.06737 -7.25401 0.10874 0.1 0.2 -0.1
H 3.26054 -2.29960 -0.93578 -0.1 0.0 0.0
H -4.02179 3.63399 4.50473 -0.1 0.0 -0.2
H 3.56146 2.74871 1.59628 -0.1 -0.3 0.1
H 6.01913 -6.20444 -0.96284 0.0 0.0 0.2
H 5.09997 -5.35263 2.53467 0.2 0.2 0.0
H -1.66800 -3.48226 -1.96922 0.0 -0.3 0.2
H 6.09922 0.77605 3.57121 0.0 0.2 0.0
H -5.44260 2.61996 4.26817 0.2 0.1 -0.2
H 6.09699 1.95851 2.24700 -0.1 -0.1 0.1
H 0.46901 -0.45793 -0.10762 -0.1 0.5 0.2
H 6.85556 -5.05501 2.51831 -0.2 0.1 -0.2
H -4.13317 2.77566 1.05069 0.1 -0.2 0.2
H -0.08366 -2.67404 1.28698 0.0 0.0 -0.1
H -3.53614 0.10385 -0.88045 0.2 0.1 0.1
H 4.58388 -1.01233 3.42737 -0.2 0.2 -0.2
H 5.28098 2.34323 3.76120 0.0 -0.2 -0.1
H 5.73537 -3.67256 2.49247 0.0 -0.2 0.0
H 7.07049 -6.51807 0.43535 -0.2 0.2 -0.1
H 1.66117 -2.47289 3.51882 0.2 0.1 -0.3
H 6.78556 -2.79502 0.35842 0.0 -0.2 -0.1
H 2.04781 -2.96528 1.84800 0.0 0.1 0.3
H 3.31551 -2.92173 3.08150 -0.2 0.2 -0.1
H -2.28784 -3.30122 0.60931 -0.1 0.2 0.2
H -3.41154 1.87143 -0.86777 0.1 -0.3 0.1
H -0.74904 -0.70562 4.39200 -0.2 -0.1 -0.1
H -5.00565 3.81164 3.02746 0.0 0.0 0.2
H -2.76377 -2.80861 2.25823 -0.1 0.0 -0.2
H 6.91056 -3.86800 -1.05660 0.0 0.0 0.2
H -1.65519 -1.05329 0.03463 0.0 0.0 0.2
H -2.52402 -5.73476 -1.21553 0.4 0.2 0.1
H -1.94720 0.87387 -0.91615 -0.2 0.0 0.1
H 1.11442 1.67075 -0.53213 0.1 0.0 0.2
H -0.16518 -1.53149 2.63089 0.1 -0.3 -0.3
H -2.34346 -0.90758 5.10569 0.1 0.0 -0.2
H -1.85817 -1.98059 3.80098 0.1 0.2 0.1
H 1.32979 -6.53919 0.64032 -0.4 -0.1 -0.1
H -3.65776 -2.19106 0.84694 0.2 -0.1 0.1
H 7.94081 -4.14229 0.36102 -0.3 0.0 0.0
H 5.32834 -6.83352 0.56531 0.2 0.1 -0.2



Record 7
22
Properties=species:S:1:pos:R:3:forces:R:3 method="wB97M-V/def2-TZVPD" total_charge=-1 e_homo_ev="0.82 / -2.99" lumo_energy_ev="3.30 / 3.25" multiplicity=4 e_tot_ev=-46467.4774 relative_energy_kj_mol=5.3
Co 0.77710 -0.46368 -1.26446 0.0 0.8 0.7
N 1.63786 -1.56025 0.04727 1.0 -2.2 1.4
N 2.97788 -3.02976 1.50577 0.9 -0.9 0.8
N -1.18528 -0.82215 -1.78310 -0.9 -0.5 -0.3
C 4.42967 -2.76398 1.45491 -0.2 0.1 -0.1
C 2.51866 -4.15656 2.33915 -0.1 0.3 -0.2
C -0.55665 2.28965 1.16173 -0.6 0.2 0.7
C 2.17040 -2.30889 0.79049 -1.1 1.9 -2.0
H 1.89834 -4.85584 1.75986 0.2 0.2 0.1
H -1.81793 -0.03807 -1.60142 0.6 -0.2 0.0
H 4.78965 -2.74510 0.41175 -0.2 0.0 0.4
H -1.51451 -1.60222 -1.21090 0.1 0.1 -0.2
H -0.30959 1.24413 1.37332 -0.1 0.4 -0.4
H 0.32444 2.89964 1.36957 -0.1 0.0 0.0
H 4.67566 -1.80989 1.95235 -0.1 -0.3 -0.2
H 0.37467 0.82609 -0.34685 0.7 0.0 -1.1
H 4.90617 -3.58731 1.99385 0.1 0.4 -0.2
H -1.38022 2.57068 1.82465 0.0 0.3 0.2
H 1.95787 -3.80623 3.21851 0.1 -0.1 -0.2
H -1.29183 -1.08718 -2.75914 -0.2 -0.1 0.0
H -0.87104 2.44066 0.12433 0.2 -0.3 0.4
H 3.42968 -4.65795 2.67026 -0.3 -0.2 0.1